{"formula": "C5H11N2", "method": "the ωB97M-V functional and the def2-TZVPD basis", "elements": ["C", "C", "C", "N", "C", "C", "N", "H", "H", "H", "H", "H", "H", "H", "H", "H", "H", "H"], "positions_angstrom": [[1.697, -1.686, -1.522], [1.118, -1.679, -0.069], [1.438, -0.881, 1.108], [0.342, -0.480, 0.287], [-0.584, 0.509, 0.356], [-1.862, 0.899, 0.000], [-2.350, 2.210, 0.539], [2.232, -2.593, -1.596], [2.489, -0.994, -1.863], [0.962, -1.664, -2.194], [0.676, -2.724, -0.003], [1.129, -1.232, 2.014], [2.370, -0.192, 1.141], [-0.100, 1.180, 1.065], [-2.454, 0.281, -0.575], [-3.068, 2.017, 1.159], [-2.709, 2.675, -0.218], [-1.489, 2.591, 0.973]], "forces_ev_per_angstrom": [[3.707, 0.800, 3.481], [-1.494, -1.328, -3.342], [2.745, 3.115, -1.445], [-1.367, -0.063, -0.772], [0.399, 0.393, 1.512], [3.448, -1.043, 0.751], [3.608, -3.144, -0.024], [0.284, -1.415, -0.247], [-0.625, 0.505, 0.817], [-3.164, -0.028, -2.527], [0.048, 1.558, 0.774], [-0.447, -1.124, 2.475], [-1.520, -1.272, -0.188], [-0.278, 0.701, 0.135], [-1.740, -0.532, -1.112], [-1.750, -0.060, 2.078], [-0.807, 2.383, -2.181], [-1.047, 0.554, -0.185]], "gap_ev": 9.08, "relative_energy_kcal_mol": 94.0, "homo_ev": -12.40, "lumo_ha": -0.122, "smiles": "C[C@H]1CN1/C=C/[NH3+]", "total_charge": 1}